[1]
{"formula": "C5H29NO11", "method": "ωB97M-V/def2-TZVPD", "symbols": ["C", "C", "C", "C", "N", "C", "O", "H", "H", "H", "H", "H", "H", "H", "H", "H", "O", "H", "H", "O", "H", "H", "O", "H", "H", "O", "H", "H", "O", "H", "H", "O", "H", "H", "O", "H", "H", "O", "H", "H", "O", "H", "H", "O", "H", "H"], "positions_angstrom": [[-1.71667, 0.22436, -3.20569], [-2.77123, 0.63777, -2.54930], [-2.85775, 2.06820, -1.77086], [-1.72152, 2.30625, -0.64693], [-1.54320, 1.27051, 0.32518], [-2.17263, 1.28685, 1.55755], [-1.91593, 0.45069, 2.34787], [-0.75885, 0.77507, -3.21018], [-1.67969, -0.61515, -3.91499], [-3.73836, 0.04731, -2.43265], [-2.81764, 2.85345, -2.49679], [-3.80961, 2.10829, -1.13543], [-1.83458, 3.28754, -0.23100], [-0.73013, 2.31555, -1.32660], [-0.71425, 0.64972, 0.17178], [-2.83134, 2.15060, 1.82936], [2.48259, 1.77688, -0.92148], [2.75475, 2.48822, -0.35548], [1.91937, 1.20012, -0.48863], [0.94391, -0.15551, 0.39251], [1.40511, -1.02434, 0.56116], [0.88258, 0.19760, 1.22581], [4.12044, -0.49816, -1.52657], [3.23342, -0.86723, -1.72861], [4.00596, 0.43741, -1.73451], [1.14730, 1.18658, 2.90418], [0.28298, 0.68973, 3.05089], [1.84839, 0.50148, 2.92615], [-2.53753, -1.89069, -0.46516], [-2.37726, -1.07133, -0.09729], [-2.37858, -1.93970, -1.43303], [1.04920, -1.85633, 2.65877], [1.70450, -2.43647, 3.06350], [0.22785, -2.32322, 2.50254], [3.12389, -2.08456, 0.73569], [3.70886, -1.36326, 0.39221], [2.81134, -2.41069, -0.09899], [-1.26994, -2.97212, 1.38399], [-2.00125, -2.94167, 2.02227], [-1.38976, -2.02388, 1.03876], [2.35967, 3.10347, 1.32608], [1.69849, 3.76099, 1.15763], [1.86416, 2.52668, 1.94984], [1.09227, -3.80584, -1.33778], [0.38273, -4.30375, -1.89977], [0.51790, -3.71748, -0.51597]], "forces_ev_per_a": [[1.48, -0.09, -1.19], [-2.17, 1.67, 2.16], [-0.06, -2.54, 2.45], [1.85, -0.69, -4.46], [-0.58, 0.33, 0.30], [0.93, 1.90, -2.73], [0.38, -2.60, 2.83], [-0.67, 0.00, 0.10], [-0.35, 0.02, 0.74], [1.42, 0.72, -0.64], [-0.10, 0.55, -0.28], [0.85, -0.08, -1.43], [-0.14, 0.49, 0.38], [-1.84, 0.22, 1.86], [-1.09, 0.36, 0.48], [0.15, -0.33, -0.75], [1.95, 1.30, -3.37], [-0.16, 0.13, 0.87], [-1.66, -1.70, 1.81], [0.46, -2.49, -3.35], [-0.36, 0.92, -0.09], [-0.11, 1.52, 3.36], [-0.72, -0.69, -0.27], [0.83, 0.40, 0.02], [-0.18, 0.21, 0.31], [-1.00, -1.31, 0.24], [1.48, 0.76, -0.07], [-0.68, 0.31, 0.24], [-1.09, -3.23, -2.21], [0.42, 3.26, 0.16], [0.01, 0.84, 1.20], [0.58, 0.80, 0.48], [-0.34, -0.11, -0.27], [-0.36, -0.67, -0.11], [0.80, 1.31, -0.13], [-0.27, -0.53, 0.50], [-0.36, -0.98, -0.68], [-0.12, 2.26, 0.72], [0.17, -0.61, -0.06], [0.70, -2.35, 0.29], [-0.15, -0.27, 1.03], [-0.37, 0.89, -0.34], [0.51, -0.04, -0.28], [-3.48, -1.24, 0.12], [2.22, 1.28, 1.07], [1.22, 0.08, -1.01]], "lowdin_charge": [-0.04, -0.18, -0.14, -0.22, 0.02, -0.35, 0.03, 0.07, 0.06, 0.11, 0.08, 0.11, 0.09, 0.15, 0.11, 0.15, -0.05, 0.00, -0.06, -0.05, 0.06, -0.06, -0.07, 0.05, 0.02, -0.08, 0.07, 0.07, -0.04, -0.04, 0.07, -0.05, 0.06, 0.00, -0.06, 0.05, 0.00, -0.09, 0.06, 0.04, -0.05, 0.04, 0.01, -0.12, 0.09, 0.05], "e_tot_ev": -29666.979, "smiles": "C=CCCNC=O.O.O.O.O.O.O.O.O.O.O", "e_homo_ev": -10.0, "de_lowest_kcal_mol": 100.32, "orbital_gap_ev": 10.300, "lumo_energy_ev": 0.30}

---

[2]
{"formula": "C5H2ClIOS", "method": "ωB97M-V/def2-TZVPD", "symbols": ["C", "C", "C", "C", "C", "O", "S", "Cl", "I", "H", "H"], "positions_angstrom": [[0.49391, -0.96962, -0.32284], [0.09673, 0.02717, 0.56902], [1.88513, -1.01937, -0.50217], [2.56118, -0.08088, 0.18266], [2.75214, 3.07329, -2.29340], [2.92318, 3.24683, -1.18242], [1.43686, 0.97882, 1.06855], [2.67496, -2.25453, -1.45739], [4.61895, 0.15470, 0.33164], [-0.02506, -1.68214, -0.66928], [-0.86638, 0.17888, 0.85306]], "forces_ev_per_a": [[3.09, 5.47, 3.81], [3.19, -1.64, -2.37], [0.72, -0.48, -0.38], [0.06, 1.52, 0.97], [0.23, 0.22, 1.53], [-0.23, -0.22, -1.54], [0.63, -1.16, -0.57], [-0.39, 0.44, 0.30], [-0.43, 0.05, -0.05], [-4.41, -4.91, -2.62], [-2.46, 0.71, 0.92]], "lowdin_charge": [-0.17, -0.37, -0.83, -1.09, 0.02, -0.03, 0.93, 0.63, 0.85, 0.03, 0.03], "e_tot_ev": -38721.812, "e_homo_ev": -8.8, "de_lowest_kcal_mol": 0.00, "orbital_gap_ev": 9.141, "lumo_energy_ev": 0.31}

---

[3]
{"formula": "C5H2N2O", "method": "ωB97M-V/def2-TZVPD", "symbols": ["N", "C", "C", "N", "C", "C", "C", "O", "H", "H"], "positions_angstrom": [[3.44966, -0.22683, 0.20938], [2.30382, -0.35418, -0.07741], [0.83262, -0.46463, -0.24993], [0.01481, -1.40098, -0.15801], [-1.45354, -0.78881, 0.11222], [-1.36173, 0.50253, 0.14096], [0.19144, 0.85360, -0.20609], [0.61229, 2.11807, -0.11471], [-2.33358, -1.51234, -0.16361], [-2.25578, 1.27355, 0.50721]], "forces_ev_per_a": [[-4.40, -0.40, -1.22], [3.15, -0.83, 0.69], [1.93, 1.84, 0.07], [-2.01, -1.20, 0.76], [0.72, -3.39, -2.86], [-0.46, 3.63, 0.87], [-2.00, 8.88, 2.88], [-1.75, -7.96, -1.09], [1.98, 1.42, 1.42], [2.85, -2.01, -1.53]], "lowdin_charge": [0.17, -0.10, -0.32, 0.16, -0.06, -0.03, -0.19, 0.04, 0.14, 0.18], "e_tot_ev": -10240.281, "smiles": "N#CC1=NC=CC1=O", "e_homo_ev": -10.8, "de_lowest_kcal_mol": 56.55, "orbital_gap_ev": 8.547, "lumo_energy_ev": -2.29}

---

[4]
{"formula": "C5H2O", "method": "ωB97M-V/def2-TZVPD", "symbols": ["O", "C", "C", "C", "C", "C", "H", "H"], "positions_angstrom": [[-2.84258, -0.37767, -0.17410], [-1.88629, 0.24191, 0.23255], [-0.52624, 0.02062, -0.20438], [0.65907, -0.16136, -0.48541], [1.96323, -0.50530, -1.27774], [2.10723, -0.21764, -0.02899], [-1.98957, 1.04904, 0.98231], [2.51515, -0.04959, 0.95576]], "forces_ev_per_a": [[0.38, 0.32, 0.03], [-0.21, -0.19, -0.10], [0.44, -0.09, -0.07], [-0.66, 0.13, 0.34], [0.20, -0.02, 0.43], [-0.07, -0.06, -0.39], [0.02, -0.15, 0.00], [-0.11, 0.06, -0.24]], "lowdin_charge": [0.06, -0.27, 0.13, -0.23, 0.09, -0.01, 0.12, 0.11], "e_tot_ev": -7258.207, "e_homo_ev": -10.0, "de_lowest_kcal_mol": 53.07, "orbital_gap_ev": 8.821, "lumo_energy_ev": -1.17}